{"formula": "C43H91ClInNO17P", "method": "ωB97M-V/def2-TZVPD", "e_lumo_ha": 0.0632, "e_tot_ev": -109339.7293, "orbital_gap_ev": 5.652, "total_charge": -1, "homo_energy_ev": -3.93, "species": ["C", "C", "C", "N", "In", "C", "C", "C", "O", "C", "C", "C", "C", "C", "C", "C", "P", "O", "Cl", "H", "H", "H", "H", "H", "H", "H", "H", "H", "H", "H", "H", "H", "H", "H", "H", "H", "H", "H", "H", "H", "C", "O", "C", "C", "O", "C", "C", "O", "C", "H", "H", "H", "H", "H", "H", "H", "H", "H", "H", "H", "H", "H", "H", "C", "O", "C", "C", "O", "C", "C", "O", "C", "H", "H", "H", "H", "H", "H", "H", "H", "H", "H", "H", "H", "H", "H", "C", "O", "C", "C", "O", "C", "C", "O", "C", "H", "H", "H", "H", "H", "H", "H", "H", "H", "H", "H", "H", "H", "H", "C", "O", "C", "C", "O", "C", "C", "O", "C", "H", "H", "H", "H", "H", "H", "H", "H", "H", "H", "H", "H", "H", "H", "C", "O", "C", "C", "O", "C", "C", "O", "C", "H", "H", "H", "H", "H", "H", "H", "H", "H", "H", "H", "H", "H", "H"], "positions_angstrom": [[0.22943, 1.39068, -0.71209], [-0.04746, 2.97037, -0.66351], [-1.10668, 3.45109, -1.71930], [0.50454, 3.64047, 0.25409], [2.10803, 4.92299, -0.17552], [2.01148, 6.60638, 1.36734], [3.11695, 6.50158, 2.46581], [4.54461, 6.80390, 1.81896], [2.93863, 7.59842, 3.41676], [1.75562, 7.47420, 4.18217], [0.82724, 8.71465, 3.86305], [1.26813, 9.77902, 2.96618], [0.43565, 10.95132, 2.70396], [-0.88247, 11.09151, 3.31406], [-1.35849, 10.03145, 4.19682], [-0.50811, 8.85802, 4.45344], [2.11944, 6.16018, -2.39555], [0.88133, 5.49348, -3.38283], [3.97728, 5.83243, -3.41408], [-0.80178, 0.91881, -0.73332], [0.67312, 1.07519, 0.26088], [0.81591, 1.09291, -1.61619], [-1.97505, 2.72534, -1.63793], [-1.54766, 4.45085, -1.45366], [-0.78246, 3.38243, -2.78910], [3.66849, 4.02138, 0.00267], [2.15773, 7.61137, 0.86603], [0.95696, 6.60510, 1.74581], [3.21203, 5.49634, 2.95466], [4.99254, 7.70393, 2.33360], [4.45437, 7.06638, 0.73049], [5.26046, 5.95393, 1.92300], [1.92916, 7.50316, 5.29687], [1.20902, 6.52068, 3.96715], [2.25629, 9.73683, 2.46191], [0.81123, 11.76603, 2.03692], [-1.47508, 12.00046, 3.07768], [-2.35288, 10.12223, 4.69042], [-0.95276, 8.08870, 5.12843], [1.06407, 4.53455, -3.34387], [-0.37839, 9.03174, -1.82586], [-0.62040, 10.40291, -2.09545], [-0.07013, 11.24205, -1.09238], [-0.02175, 12.68139, -1.57623], [1.11070, 12.95436, -2.39989], [1.04084, 12.45044, -3.73070], [0.12530, 13.26706, -4.62762], [-1.23156, 12.89111, -4.42848], [-2.12613, 13.84108, -4.96326], [-0.81237, 8.74485, -0.86138], [-0.84668, 8.44142, -2.61308], [0.69566, 8.82519, -1.83258], [0.94132, 10.90660, -0.83491], [-0.71510, 11.17537, -0.20642], [0.09881, 13.32637, -0.70114], [-0.95047, 12.97548, -2.06888], [0.77920, 11.39084, -3.73886], [2.05771, 12.53534, -4.12338], [0.37620, 13.07322, -5.67878], [0.25576, 14.33428, -4.41239], [-2.01589, 14.80218, -4.44804], [-3.14161, 13.47834, -4.80349], [-1.96000, 13.96960, -6.03915], [1.08946, -3.17962, 3.97298], [-0.25051, -2.81302, 3.71308], [-0.37696, -1.42368, 3.42829], [-1.73262, -1.13203, 2.80714], [-1.76999, -1.40441, 1.40898], [-1.83646, -2.77917, 1.05265], [-3.21598, -3.38067, 1.25992], [-3.40143, -3.74041, 2.62363], [-4.76032, -3.97117, 2.92824], [1.48693, -2.61914, 4.82664], [1.11098, -4.24396, 4.20845], [1.71137, -3.00858, 3.08802], [0.41617, -1.10737, 2.74191], [-0.28308, -0.87642, 4.37493], [-1.91873, -0.05880, 2.89528], [-2.54052, -1.64391, 3.33346], [-1.05853, -3.35567, 1.55782], [-1.61655, -2.80949, -0.01801], [-3.30932, -4.29397, 0.65649], [-3.98368, -2.66131, 0.95326], [-5.34337, -3.05388, 2.79122], [-4.82753, -4.26981, 3.97449], [-5.16833, -4.77350, 2.30281], [-4.27877, -9.87501, -2.69788], [-3.89877, -9.50197, -1.38978], [-4.46946, -10.35389, -0.40544], [-3.77021, -10.16165, 0.92988], [-2.55101, -10.89354, 1.03126], [-1.44660, -10.35252, 0.31106], [-0.83807, -9.13502, 0.98458], [-1.59138, -7.97184, 0.67863], [-1.27811, -6.90085, 1.54752], [-5.36806, -9.84249, -2.81033], [-3.83087, -9.16793, -3.39587], [-3.90570, -10.87806, -2.93287], [-4.38243, -11.40084, -0.71834], [-5.52970, -10.08776, -0.30427], [-4.41648, -10.57323, 1.70959], [-3.61877, -9.10542, 1.15974], [-1.71300, -10.15062, -0.72805], [-0.69305, -11.14476, 0.30353], [0.18224, -8.98015, 0.60937], [-0.80805, -9.28945, 2.06972], [-1.54576, -7.15589, 2.57860], [-1.86389, -6.03383, 1.24418], [-0.21319, -6.64959, 1.48394], [2.46815, -9.08265, 5.01604], [3.12327, -8.66068, 3.83830], [2.24397, -7.97192, 2.95905], [3.03360, -7.22702, 1.89597], [3.53045, -5.97115, 2.35018], [4.65662, -6.02905, 3.22169], [5.95385, -6.33889, 2.49468], [6.07327, -7.73798, 2.26756], [7.06396, -8.03376, 1.30574], [1.63221, -9.74997, 4.77806], [3.18822, -9.62400, 5.62943], [2.10919, -8.21770, 5.58460], [1.62791, -7.26218, 3.52392], [1.59819, -8.71739, 2.47899], [2.34938, -6.98498, 1.07790], [3.83245, -7.84221, 1.47772], [4.48051, -6.71734, 4.05041], [4.74178, -5.02566, 3.64729], [6.80377, -6.02548, 3.11444], [5.97925, -5.79871, 1.54155], [6.79224, -7.60713, 0.33402], [7.12371, -9.11721, 1.20246], [8.04082, -7.65296, 1.62392], [-1.56291, -6.54104, -3.43002], [-1.78741, -5.17459, -3.71252], [-1.20562, -4.32715, -2.73026], [-1.14435, -2.89453, -3.23413], [-0.02342, -2.64996, -4.07955], [-0.12190, -3.16718, -5.40275], [-1.03951, -2.34666, -6.29329], [-2.39806, -2.70137, -6.06714], [-3.28894, -1.74250, -6.59735], [-1.98292, -6.81174, -2.45460], [-2.05516, -7.13219, -4.20279], [-0.49036, -6.76466, -3.45304], [-0.19492, -4.67415, -2.48594], [-1.83670, -4.37221, -1.83267], [-0.99904, -2.24064, -2.36998], [-2.07675, -2.59254, -3.71439], [-0.39965, -4.22300, -5.39549], [0.88972, -3.10175, -5.81234], [-0.80901, -2.55492, -7.34637], [-0.88979, -1.28005, -6.09161], [-3.15616, -0.77864, -6.09434], [-4.30665, -2.08868, -6.41682], [-3.13910, -1.62748, -7.67682]], "atomic_forces_ev_per_a": [[-1.77, 0.55, 0.25], [0.55, -0.95, 0.53], [-0.91, -0.57, 0.46], [-0.45, -0.17, -1.40], [0.98, 0.28, 1.24], [0.20, 0.07, -0.24], [0.71, 0.73, -1.74], [-0.17, 0.45, 0.12], [-0.23, -1.19, 1.01], [-1.11, 1.15, -0.07], [-1.42, 1.31, -0.39], [-1.53, 0.51, 0.66], [-0.78, -1.36, 1.27], [1.47, -1.74, 0.26], [2.10, -0.13, -0.95], [0.14, 1.63, -0.92], [-0.93, 0.98, -0.79], [1.68, -0.64, 0.57], [-0.45, -0.35, 0.16], [1.15, 0.07, -0.30], [0.08, 0.37, -0.99], [-0.42, 0.15, 0.79], [0.85, 0.65, -0.14], [0.89, -0.79, -0.44], [-0.10, 0.24, 0.92], [-0.46, 0.10, -0.05], [-0.11, -1.00, 0.45], [0.90, -0.11, 0.00], [-0.58, 0.91, -0.01], [-0.48, -0.96, -0.43], [0.03, -0.36, 0.98], [-0.65, 0.58, -0.12], [0.28, -0.07, -1.02], [0.38, 0.77, 0.06], [-0.85, -0.21, 0.59], [-0.32, -0.92, 0.64], [0.34, -0.86, 0.35], [0.93, -0.19, -0.49], [0.70, 0.55, -0.63], [-0.59, 0.48, -0.22], [-0.02, 0.10, -0.02], [0.12, 0.12, -0.10], [-0.48, -0.06, -0.36], [0.28, -0.10, 0.21], [-0.20, -0.01, -0.14], [0.14, 0.23, 0.07], [-0.24, -0.48, 0.03], [-0.06, 0.21, 0.09], [0.11, -0.25, 0.12], [0.08, -0.06, 0.04], [0.01, 0.09, 0.01], [-0.03, -0.11, 0.10], [0.02, 0.05, 0.10], [0.16, 0.04, 0.18], [0.09, -0.03, -0.03], [-0.03, -0.21, -0.06], [-0.22, 0.06, -0.05], [-0.03, 0.07, 0.04], [0.15, 0.13, -0.04], [0.07, 0.02, 0.00], [0.01, 0.10, -0.12], [0.08, -0.06, 0.00], [-0.03, 0.13, -0.02], [-0.23, 0.01, -0.05], [0.08, -0.09, -0.13], [-0.28, -0.33, 0.23], [0.23, 0.25, -0.14], [-0.08, -0.22, 0.14], [-0.14, 0.27, -0.18], [0.30, -0.28, 0.35], [-0.11, 0.10, 0.04], [0.25, 0.00, 0.02], [0.11, 0.02, -0.04], [-0.06, 0.04, -0.01], [0.12, 0.05, 0.07], [-0.03, 0.10, 0.00], [0.07, 0.18, -0.07], [0.08, -0.02, -0.09], [0.15, -0.17, 0.06], [-0.16, -0.10, 0.15], [-0.05, 0.07, 0.02], [-0.10, 0.07, -0.20], [0.04, 0.02, -0.09], [-0.11, -0.06, -0.08], [0.08, -0.01, -0.05], [-0.11, 0.04, -0.02], [0.09, 0.13, 0.18], [0.12, -0.14, -0.07], [0.13, 0.54, -0.03], [-0.04, -0.32, 0.02], [-0.04, 0.19, -0.13], [0.11, -0.15, 0.27], [-0.22, 0.25, -0.50], [-0.12, -0.05, 0.15], [-0.08, -0.06, -0.18], [-0.01, -0.09, -0.07], [-0.02, 0.03, 0.10], [-0.12, -0.06, -0.05], [-0.04, -0.05, 0.07], [-0.08, -0.18, 0.07], [0.04, -0.06, -0.05], [0.01, 0.04, -0.23], [-0.02, 0.23, 0.05], [-0.04, 0.01, 0.08], [0.12, -0.15, 0.11], [0.04, -0.08, 0.01], [0.13, 0.06, 0.07], [0.03, -0.07, -0.02], [0.02, 0.05, 0.12], [0.16, 0.03, -0.18], [0.01, 0.13, 0.15], [0.44, -0.33, -0.05], [-0.23, 0.24, 0.08], [0.07, -0.22, 0.06], [0.00, 0.25, -0.20], [-0.03, -0.42, 0.30], [-0.07, 0.00, -0.18], [-0.16, -0.02, 0.17], [-0.08, 0.04, 0.08], [0.01, 0.01, -0.10], [-0.14, -0.05, 0.02], [-0.07, 0.04, -0.07], [-0.16, 0.12, -0.02], [-0.01, 0.06, 0.06], [0.01, -0.12, 0.20], [0.13, -0.16, -0.11], [-0.02, 0.00, -0.10], [0.02, 0.20, -0.05], [-0.02, 0.08, 0.03], [0.13, 0.07, -0.03], [-0.03, 0.05, 0.08], [0.04, 0.03, -0.11], [-0.13, 0.21, -0.01], [0.17, -0.11, -0.10], [-0.44, 0.04, -0.32], [0.30, -0.01, 0.19], [-0.19, -0.16, -0.10], [0.14, 0.30, 0.06], [-0.26, -0.44, 0.02], [-0.03, 0.13, 0.10], [0.09, -0.19, 0.11], [0.10, -0.10, 0.04], [-0.02, 0.10, 0.00], [0.02, -0.07, 0.12], [0.03, 0.06, 0.08], [0.13, 0.03, 0.15], [0.08, -0.02, -0.04], [-0.04, -0.22, -0.05], [-0.22, 0.06, -0.06], [-0.03, 0.08, 0.04], [0.15, 0.13, -0.04], [0.09, 0.00, 0.00], [0.01, 0.08, -0.13], [0.08, -0.06, 0.00], [-0.02, 0.12, -0.01]], "mulliken_charge": [-0.714, 0.435, -1.016, -0.433, 0.619, -1.057, 0.574, -1.197, -0.446, -0.795, 0.569, -0.218, -0.456, -0.445, -0.445, -0.479, 0.114, -0.484, -0.390, 0.152, 0.163, 0.295, 0.374, 0.180, 0.205, -0.355, 0.277, 0.308, 0.249, 0.350, 0.221, 0.252, 0.374, 0.340, 0.305, 0.377, 0.326, 0.319, 0.297, 0.268, -0.714, -0.376, -0.454, -0.449, -0.482, -0.415, -0.574, -0.226, -0.775, 0.354, 0.311, 0.273, 0.317, 0.417, 0.373, 0.206, 0.196, 0.383, 0.439, 0.336, 0.316, 0.229, 0.309, -0.713, -0.253, -0.539, -0.468, -0.429, 0.240, -0.805, -0.165, -0.885, 0.389, 0.094, 0.342, 0.331, 0.444, 0.416, 0.141, 0.292, -0.311, 0.428, 0.547, 0.347, 0.240, 0.305, -0.697, -0.075, -0.682, -0.267, -0.490, -0.711, -0.290, -0.122, -0.132, 0.311, 0.106, 0.327, 0.374, 0.432, 0.371, 0.087, 0.217, 0.419, 0.320, 0.317, 0.355, -0.211, 0.006, -0.767, -0.315, -0.203, -0.463, -0.426, -0.453, -0.602, -0.243, -0.776, 0.295, 0.249, 0.318, 0.256, 0.266, 0.367, 0.257, 0.232, 0.375, 0.453, 0.350, 0.324, 0.230, 0.312, -0.709, -0.328, -0.289, -0.331, -0.478, -0.404, -0.577, -0.231, -0.773, 0.259, 0.230, 0.355, 0.337, 0.260, 0.210, 0.261, 0.175, 0.379, 0.442, 0.351, 0.324, 0.227, 0.310]}

***

{"formula": "C4H6S2", "method": "ωB97M-V/def2-TZVPD", "e_lumo_ha": 0.0142, "e_tot_ev": -25913.1450, "orbital_gap_ev": 9.334, "smiles": "C1SC[C@H]2S[C@H]12", "homo_energy_ev": -8.95, "de_lowest_ev": 2.146, "species": ["C", "C", "C", "C", "H", "H", "H", "H", "H", "H", "S", "S"], "positions_angstrom": [[-1.35356, -0.13417, -0.54388], [1.06679, 0.96162, 0.23643], [0.86654, -0.54269, 0.06875], [-0.52393, -0.72783, 0.51063], [-2.35746, 0.06085, -0.38226], [-1.22248, -0.56150, -1.59722], [1.10027, 1.31786, 1.29380], [1.86760, 1.37728, -0.30082], [0.97952, -0.74379, -1.00190], [-0.63684, -0.37976, 1.50730], [-0.45765, 1.53731, -0.63711], [0.67119, -2.16518, 0.84629]], "atomic_forces_ev_per_a": [[1.68, -0.10, -2.71], [-0.43, -0.35, 1.74], [0.20, 0.50, -0.69], [1.08, -2.03, -0.01], [-1.93, 0.23, 0.63], [-0.21, 0.15, 1.70], [-0.13, -0.33, -0.79], [1.25, 0.39, -0.63], [-0.11, 0.00, 0.25], [-0.58, 0.73, 0.50], [-0.34, 0.11, 0.14], [-0.47, 0.70, -0.12]], "mulliken_charge": [-0.579, -0.553, -0.187, -0.211, 0.394, 0.237, 0.299, 0.364, 0.222, 0.277, -0.132, -0.132]}